C43H41CsN6O2S | wB97M-V/def2-TZVPD

Atoms and positions in Å:
Cs  12.445  9.884  13.158
C  12.257  13.619  12.848
N  11.372  13.163  11.757
C  11.978  12.996  10.446
C  10.048  13.218  11.915
C  9.206  13.505  10.870
C  7.785  13.673  11.106
C  7.224  13.582  12.386
C  8.041  13.106  13.405
C  9.390  12.884  13.205
N  10.123  12.024  14.003
C  10.093  12.203  15.351
C  10.155  13.524  15.906
C  10.368  13.661  17.275
C  10.695  12.575  18.125
C  10.747  11.305  17.553
C  10.229  11.067  16.280
N  9.835  9.814  15.951
C  10.324  8.608  16.613
C  8.456  9.640  15.506
H  12.082  14.678  13.031
H  13.236  13.351  12.505
H  11.936  13.070  13.737
H  12.152  13.956  10.002
H  11.268  12.411  9.829
H  12.912  12.466  10.568
H  9.568  13.784  9.875
H  7.107  13.818  10.306
H  6.284  14.041  12.703
H  7.660  12.834  14.407
H  9.890  14.416  15.340
H  10.348  14.632  17.785
H  10.898  12.710  19.243
H  11.109  10.441  18.150
H  9.595  8.300  17.409
H  11.321  8.724  17.066
H  10.403  7.855  15.771
H  7.730  10.015  16.263
H  8.258  8.566  15.400
H  8.228  10.134  14.577
O  14.761  10.848  9.081
S  14.845  10.209  10.366
O  14.622  11.068  11.529
N  13.835  9.027  10.700
C  13.610  7.984  9.876
C  14.390  7.647  8.762
C  14.027  6.683  7.824
C  12.829  5.962  7.980
C  12.028  6.218  9.164
C  10.772  5.544  9.350
C  9.920  5.923  10.341
C  10.427  6.905  11.286
N  11.557  7.578  11.141
C  12.362  7.216  10.136
C  16.519  9.703  10.552
C  17.498  10.584  10.170
C  18.825  10.261  10.390
C  19.095  9.019  10.915
C  18.093  8.148  11.398
C  16.783  8.448  11.163
H  15.269  8.232  8.582
H  14.651  6.672  6.939
H  12.526  5.243  7.196
H  10.541  4.713  8.708
H  8.878  5.527  10.393
H  9.807  7.176  12.201
H  17.203  11.473  9.677
H  19.650  10.957  10.178
H  20.171  8.772  11.076
H  18.388  7.190  11.881
H  15.948  7.862  11.522
C  15.614  12.749  17.945
C  15.753  13.000  16.546
C  15.828  11.906  15.739
C  15.779  10.553  16.209
C  15.406  10.417  17.576
C  15.506  11.491  18.432
N  15.829  9.585  15.242
C  16.239  8.354  15.622
C  17.086  8.064  16.754
C  17.566  6.811  16.977
C  17.212  5.757  16.193
C  16.460  6.026  15.068
C  16.038  7.307  14.724
H  15.578  13.551  18.699
H  15.677  14.086  16.187
H  16.151  12.066  14.728
H  15.181  9.407  17.893
H  15.360  11.369  19.493
H  17.385  8.956  17.337
H  18.221  6.646  17.816
H  17.503  4.776  16.528
H  16.176  5.196  14.431
H  15.465  7.593  13.841

Computed properties:
HOMO-LUMO gap = 4.5 eV
Calculated total energy = -2560.45063 a.u.
LUMO = 3.56 eV
ΔE to the lowest compared entry with this formula, charge and spin = 0.7447 eV
Net charge = -2
F_max = 3.20 eV/Å



C43H41N7O12 | wB97M-V/def2-TZVPD

Atoms and positions in Å:
O  -5.441  4.378  -1.855
C  -6.113  3.594  -2.590
C  -7.718  3.635  -2.322
C  -7.902  3.517  -0.725
C  -9.257  2.786  -0.253
C  -9.719  1.416  -0.956
C  -9.161  0.283  0.031
C  -8.355  0.993  1.242
O  -7.513  0.509  2.031
N  -8.899  2.375  1.165
N  -5.466  2.766  -3.625
C  -5.270  1.365  -3.200
C  -3.862  0.718  -3.469
C  -3.535  -0.762  -3.111
C  -4.615  -1.700  -2.455
C  -6.015  -1.041  -2.174
C  -6.326  0.445  -2.548
H  -8.288  2.855  -2.927
H  -8.026  4.709  -2.624
H  -6.982  3.000  -0.270
H  -7.935  4.577  -0.277
H  -10.209  3.412  -0.175
H  -10.859  1.248  -0.925
H  -9.463  1.240  -2.053
H  -8.460  -0.488  -0.442
H  -9.990  -0.392  0.472
H  -8.126  2.909  1.592
H  -5.997  2.804  -4.512
H  -3.056  1.343  -3.969
H  -2.475  -1.141  -3.341
H  -4.385  -2.804  -2.196
H  -6.802  -1.735  -1.711
H  -7.375  0.825  -2.331
O  -2.873  -3.813  -3.650
N  -2.980  -4.543  -2.677
O  -3.493  -4.211  -1.610
C  -2.455  -5.905  -2.786
C  -1.830  -6.309  -3.965
C  -1.311  -7.596  -4.055
C  -1.421  -8.469  -2.976
C  -2.054  -8.063  -1.805
C  -2.574  -6.777  -1.705
H  -1.738  -5.639  -4.813
H  -0.817  -7.919  -4.965
H  -1.009  -9.470  -3.048
H  -2.139  -8.749  -0.969
H  -3.063  -6.472  -0.786
O  1.354  -8.539  -2.682
N  2.393  -8.143  -2.169
O  3.378  -8.839  -1.976
C  2.454  -6.740  -1.753
C  1.337  -5.925  -1.923
C  1.390  -4.599  -1.506
C  2.552  -4.096  -0.929
C  3.669  -4.912  -0.771
C  3.624  -6.240  -1.183
H  0.425  -6.304  -2.371
H  0.523  -3.958  -1.627
H  2.587  -3.066  -0.600
H  4.573  -4.513  -0.324
H  4.499  -6.867  -1.052
O  3.060  -1.470  -1.815
N  4.097  -1.069  -1.301
O  5.084  -1.765  -1.107
C  4.157  0.334  -0.888
C  3.039  1.150  -1.058
C  3.093  2.475  -0.641
C  4.257  2.978  -0.064
C  5.372  2.161  0.093
C  5.327  0.834  -0.318
H  2.127  0.770  -1.506
H  2.227  3.117  -0.763
H  4.293  4.012  0.265
H  6.276  2.559  0.540
H  6.202  0.207  -0.186
O  6.701  1.275  2.415
N  6.596  1.687  3.562
O  7.333  2.520  4.067
C  5.516  1.141  4.385
C  4.676  0.161  3.856
C  3.666  -0.372  4.649
C  3.497  0.075  5.956
C  4.332  1.061  6.475
C  5.347  1.598  5.690
H  4.798  -0.195  2.839
H  3.012  -1.139  4.249
H  2.711  -0.347  6.574
H  4.194  1.408  7.493
H  5.992  2.363  6.107
O  4.349  6.624  2.813
N  5.311  6.028  3.279
O  5.319  4.838  3.559
C  6.535  6.793  3.524
C  6.558  8.161  3.255
C  7.716  8.887  3.512
C  8.840  8.247  4.028
C  8.813  6.880  4.285
C  7.659  6.146  4.034
H  5.690  8.670  2.853
H  7.743  9.953  3.312
H  9.740  8.819  4.233
H  9.693  6.386  4.685
H  7.650  5.081  4.242

Computed properties:
HOMO-LUMO gap = 7.6 eV
Structure (SMILES) = O=C(CC[C@H]1CCC(=O)N1)Nc1ccccc1.O=[N+]([O-])c1ccccc1.O=[N+]([O-])c1ccccc1.O=[N+]([O-])c1ccccc1.O=[N+]([O-])c1ccccc1.O=[N+]([O-])c1ccccc1
Calculated total energy = -2948.65991 a.u.
LUMO = -0.83 eV
F_max = 5.07 eV/Å



C43H42BrNO3OsPSi | wB97M-V/def2-TZVPD

Atoms and positions in Å:
Os  -0.842  0.117  -0.283
C  -2.507  0.387  -2.989
Si  -3.102  1.737  -1.839
C  -4.914  1.505  -1.546
C  -2.619  3.335  -2.636
N  -2.294  1.540  -0.230
C  -2.555  2.324  0.850
C  -3.344  3.502  0.785
C  -3.506  4.313  1.877
C  -2.904  3.975  3.093
C  -2.157  2.812  3.211
C  -1.997  1.990  2.113
O  -1.338  0.790  2.165
C  -0.551  0.539  3.301
C  -1.043  -0.353  4.229
C  -0.259  -0.658  5.336
C  0.988  -0.065  5.490
C  1.456  0.833  4.535
C  0.683  1.143  3.424
H  -2.624  0.775  -4.009
H  -3.098  -0.529  -2.912
H  -1.445  0.135  -2.892
H  -5.444  1.557  -2.505
H  -5.346  2.257  -0.881
H  -5.100  0.518  -1.111
H  -3.070  3.370  -3.634
H  -1.530  3.344  -2.752
H  -2.916  4.238  -2.100
H  -3.802  3.773  -0.155
H  -4.096  5.216  1.792
H  -3.027  4.616  3.956
H  -1.707  2.540  4.155
H  -2.020  -0.800  4.086
H  -0.629  -1.352  6.081
H  1.599  -0.306  6.352
H  2.431  1.289  4.649
H  1.027  1.826  2.656
C  3.587  -3.272  -1.011
C  3.292  -2.730  0.370
C  4.261  -2.948  1.354
C  4.081  -2.568  2.673
C  2.903  -1.946  3.057
C  1.934  -1.703  2.103
C  2.113  -2.073  0.763
P  0.612  -1.768  -0.217
C  1.004  -1.721  -1.995
C  1.966  -0.749  -2.296
C  2.322  -0.471  -3.600
C  1.698  -1.163  -4.628
C  0.738  -2.120  -4.340
C  0.361  -2.422  -3.032
C  -0.699  -3.477  -2.814
C  -0.472  -3.112  0.294
C  -0.015  -4.379  0.653
C  -0.906  -5.314  1.145
C  -2.249  -4.973  1.290
C  -2.696  -3.710  0.933
C  -1.808  -2.758  0.430
C  -2.290  -1.382  0.017
H  4.373  -4.023  -0.944
H  3.937  -2.491  -1.686
H  2.719  -3.736  -1.476
H  5.176  -3.456  1.068
H  4.854  -2.774  3.404
H  2.736  -1.655  4.086
H  1.011  -1.218  2.403
H  2.448  -0.213  -1.483
H  3.073  0.280  -3.813
H  1.957  -0.954  -5.659
H  0.264  -2.660  -5.153
H  -0.965  -3.939  -3.764
H  -1.608  -3.050  -2.384
H  -0.360  -4.261  -2.139
H  1.038  -4.628  0.559
H  -0.557  -6.298  1.434
H  -2.948  -5.696  1.696
H  -3.743  -3.451  1.048
H  -3.027  -1.018  0.736
H  -2.827  -1.471  -0.937
Br  5.163  6.228  -2.273
C  3.863  4.934  -1.840
C  3.006  4.476  -2.830
C  2.054  3.522  -2.505
C  1.961  3.039  -1.202
C  2.830  3.508  -0.224
C  3.787  4.458  -0.539
C  0.945  2.014  -0.862
O  0.182  1.546  -1.761
O  0.837  1.569  0.321
H  3.084  4.862  -3.837
H  1.377  3.140  -3.258
H  2.755  3.119  0.785
H  4.470  4.831  0.214

Computed properties:
HOMO-LUMO gap (spin up / spin down) = 8.9 / 6.3 eV
Calculated total energy = -5239.62302 a.u.
LUMO (spin up / spin down) = -1.84 / -4.69 eV
ΔE to the lowest compared entry with this formula, charge and spin = 0.0000 eV
Net charge = +1
F_max = 0.59 eV/Å
Multiplicity = 5



C43H42MnP2 | wB97M-V/def2-TZVPD

Atoms and positions in Å:
Mn  0.282  0.508  1.122
C  -1.473  0.939  -3.523
C  -1.567  -0.381  -3.349
C  -1.063  -1.391  -4.339
C  0.318  -1.121  -5.013
C  1.304  -0.211  -4.318
C  1.329  1.130  -4.325
C  0.324  2.052  -4.945
C  -1.141  1.611  -4.830
C  1.814  0.418  2.481
H  -1.664  1.637  -2.706
H  -2.151  -0.804  -2.521
H  -1.781  -1.536  -5.168
H  -1.007  -2.372  -3.849
H  0.813  -2.102  -5.102
H  0.118  -0.784  -6.040
H  2.186  -0.755  -3.932
H  2.232  1.644  -3.988
H  0.551  2.262  -6.003
H  0.452  3.022  -4.443
H  -1.759  2.520  -4.896
H  -1.412  0.998  -5.705
H  1.346  1.012  3.287
H  2.850  0.773  2.306
H  1.816  -0.642  2.782
P  -1.447  -0.606  0.263
P  2.142  0.154  -0.020
C  -0.198  -1.221  -0.922
C  1.064  -0.703  -1.182
C  -2.408  -2.088  0.647
C  -2.775  -2.935  -0.413
C  -3.488  -4.102  -0.136
C  -3.858  -4.397  1.178
C  -3.483  -3.552  2.232
C  -2.777  -2.385  1.967
C  -2.589  0.726  -0.270
C  -2.095  2.033  -0.474
C  -2.993  3.089  -0.664
C  -4.372  2.861  -0.643
C  -4.862  1.558  -0.465
C  -3.975  0.494  -0.292
C  3.555  -0.965  0.184
C  3.301  -2.267  0.649
C  4.365  -3.097  0.993
C  5.686  -2.640  0.853
C  5.938  -1.371  0.319
C  4.876  -0.533  -0.022
C  2.721  1.852  -0.397
C  2.710  2.901  0.551
C  2.959  4.207  0.122
C  3.230  4.473  -1.231
C  3.310  3.418  -2.149
C  3.121  2.105  -1.713
H  -0.442  -2.203  -1.398
H  1.586  -1.050  -2.078
H  -2.500  -2.685  -1.436
H  -3.764  -4.764  -0.958
H  -4.443  -5.288  1.388
H  -3.755  -3.785  3.257
H  -2.497  -1.700  2.762
H  -1.007  2.205  -0.518
H  -2.599  4.095  -0.824
H  -5.057  3.707  -0.757
H  -5.939  1.388  -0.460
H  -4.366  -0.516  -0.154
H  2.271  -2.626  0.754
H  4.175  -4.100  1.374
H  6.522  -3.278  1.151
H  6.962  -1.026  0.170
H  5.053  0.465  -0.424
H  2.510  2.700  1.601
H  2.947  5.034  0.827
H  3.391  5.496  -1.571
H  3.535  3.614  -3.199
H  3.254  1.251  -2.378
C  -1.006  0.070  2.507
C  -1.258  -0.016  3.742
C  -1.285  -0.159  5.138
C  -2.393  0.307  5.897
C  -2.361  0.283  7.288
C  -1.249  -0.243  7.960
C  -0.167  -0.741  7.230
C  -0.184  -0.730  5.837
H  -3.274  0.715  5.389
H  -3.199  0.667  7.878
H  -1.205  -0.257  9.053
H  0.709  -1.148  7.745
H  0.663  -1.116  5.260

Computed properties:
HOMO-LUMO gap (spin up / spin down) = 5.1 / 6.7 eV
Calculated total energy = -3497.08046 a.u.
LUMO (spin up / spin down) = 0.19 / 0.13 eV
F_max = 5.84 eV/Å
Multiplicity = 6



Number 1: M 838.81 g/mol. Number 2: M 847.84 g/mol. Number 3: M 950.01 g/mol. Number 4: M 675.69 g/mol.